Record 1
ORCA calculation (wB97M-V/def2-TZVPD) on 2 unconnected molecules or ions with the total composition C7H11NO5.

Atoms and positions in Å:
C 0.16203 0.02462 -0.16352
C 0.35443 -1.39390 0.15038
C 0.96515 1.12026 -0.05420
C -4.09232 0.27991 -0.00968
C 2.01919 -3.11261 -0.13881
C 3.03769 2.12507 0.26725
C -2.72164 -0.21553 0.09657
N -1.86347 0.65406 -0.07586
O -0.44636 -2.12880 0.66232
O 0.55412 2.37038 -0.04096
O -1.87898 1.88268 -0.06178
O 1.53482 -1.77678 -0.37187
O 2.27405 0.92312 -0.03301
H -4.32638 0.67049 -1.04789
H -4.95710 -0.51449 0.17283
H -4.29893 1.24033 0.62708
H 1.85698 -3.69935 0.73671
H 3.15832 -2.93563 -0.27414
H 1.71173 -3.64428 -1.03633
H 3.19351 2.72061 -0.65036
H 4.06136 1.71889 0.48375
H 2.46207 2.70289 0.96912
H -0.42899 2.25369 -0.26453
H -2.33127 -1.26560 0.05692

Cartesian forces (eV/Å) of the 6 atoms listed first:
C -3.22 0.52 0.69
C 0.16 0.98 -1.28
C 0.00 -0.77 -0.47
C -4.31 0.66 0.24
C 2.87 0.85 -2.62
C 1.23 -0.91 -1.43

Summary:
- orbital gap (eV) = 8.91
- highest occupied orbital energy (eV) = -8.85
- ΔE to the lowest compared entry with this formula, charge and spin (kcal/mol) = 137.6

***

Record 2
ORCA calculation (wB97M-V/def2-TZVPD) on 7 unconnected molecules or ions with the total composition C29H56Cl2N6O11.

Atoms and positions in Å:
C -2.50657 6.62358 -4.05450
C -2.82961 6.34175 -2.60920
O -2.08750 5.21577 -2.17373
C -2.50390 4.72863 -0.91804
C -1.48624 5.07131 0.16380
O -1.31530 3.93855 1.05116
C -0.04537 3.62507 1.27917
C 0.64413 2.51600 1.01537
C 0.12650 1.25622 0.39612
Cl -0.74534 1.62973 -1.11821
C 1.23736 0.21090 0.18813
C 1.65666 -0.43747 1.48430
Cl 0.55749 -1.12853 -0.81711
C 2.04352 2.77669 1.46252
O 3.09735 2.31446 1.07692
O 1.97176 3.84195 2.36367
C 0.86111 4.57039 2.04699
O 0.64277 5.69637 2.40575
H -1.44256 6.54673 -4.23119
H -3.05969 5.91820 -4.66013
H -2.82959 7.61699 -4.33156
H -3.89993 6.19397 -2.49666
H -2.52387 7.19845 -2.00590
H -3.47938 5.11494 -0.64381
H -2.60950 3.65617 -0.98195
H -1.89807 5.88227 0.74816
H -0.54930 5.37080 -0.27904
H -0.59087 0.86298 1.10536
H 2.05067 0.64742 -0.36804
H 0.82467 -0.97149 1.92065
H 2.07652 0.25494 2.20362
H 2.40745 -1.17089 1.26207
C -5.79571 -1.81191 -0.97128
N -4.53329 -1.78537 -0.25808
C -3.71180 -0.71823 -0.04330
C -4.14184 0.61491 -0.60217
O -2.67396 -0.86165 0.58265
H -6.59218 -2.14763 -0.30414
H -5.73198 -2.50433 -1.81307
H -6.04745 -0.82727 -1.34758
H -4.19064 -2.64468 0.13973
H -3.39595 1.35755 -0.36572
H -4.24491 0.55001 -1.68875
H -5.08807 0.92509 -0.16229
C 2.65006 -6.50478 2.12727
N 2.77815 -5.06872 1.99447
C 2.41255 -4.10952 2.86995
C 1.78521 -4.55275 4.17133
O 2.58342 -2.92444 2.60113
H 3.63631 -6.96170 2.05686
H 2.03260 -6.88250 1.31213
H 2.20063 -6.77908 3.07487
H 3.18951 -4.72055 1.14224
H 1.54583 -3.67341 4.76172
H 0.86745 -5.11000 3.98265
H 2.47515 -5.18114 4.73560
C 5.69858 -10.85376 4.51120
N 4.45877 -10.10064 4.55943
C 4.28577 -8.78233 4.84350
C 5.52102 -7.96959 5.15177
O 3.17079 -8.28859 4.84355
H 5.83575 -11.27670 3.51467
H 5.66385 -11.67006 5.23458
H 6.54734 -10.22012 4.74079
H 3.59837 -10.58556 4.36255
H 5.22322 -6.94612 5.35459
H 6.03240 -8.36678 6.02928
H 6.20430 -7.97350 4.30182
C -0.90644 10.64675 -8.70153
N -2.05129 10.05837 -8.03088
C -2.12630 9.57262 -6.76290
C -0.87361 9.64079 -5.92014
O -3.17000 9.10458 -6.33986
H -1.14095 11.66800 -9.00635
H -0.65999 10.06538 -9.59150
H -0.04178 10.66773 -8.04842
H -2.91655 9.98470 -8.54088
H -1.08557 9.22031 -4.94304
H -0.06967 9.06617 -6.38132
H -0.55266 10.67539 -5.79432
C -2.61602 3.37145 4.79011
N -3.03115 3.41205 3.40001
C -3.60069 2.42216 2.66271
C -3.84354 1.09714 3.34566
O -3.89065 2.61337 1.49254
H -3.15319 4.13242 5.35883
H -1.54591 3.57317 4.86276
H -2.81832 2.40064 5.22768
H -2.89080 4.26648 2.88451
H -4.29271 0.41234 2.63498
H -2.90366 0.66668 3.69147
H -4.52033 1.22252 4.19249
C 1.81275 -6.04115 -3.56205
N 2.31072 -5.88291 -2.20773
C 3.49655 -6.29423 -1.69554
C 4.44791 -7.01175 -2.62240
O 3.77055 -6.08125 -0.52337
H 1.61745 -5.06081 -3.99857
H 0.88133 -6.60906 -3.54826
H 2.53161 -6.56366 -4.18261
H 1.72489 -5.40690 -1.53901
H 5.34384 -7.27243 -2.06871
H 3.99330 -7.92580 -3.00575
H 4.72623 -6.36822 -3.45726

Cartesian forces (eV/Å) of the 6 atoms listed first:
C -0.37 -0.15 0.26
C 0.77 0.52 -0.09
O -0.40 -0.14 -0.16
C 0.25 -0.35 -0.09
C -0.91 0.13 0.13
O 0.39 -0.15 -0.35

Summary:
- orbital gap (eV) = 8.29
- structure (SMILES) = CCOCCOC1=C([C@@H](Cl)[C@@H](C)Cl)C(=O)OC1=O.CNC(C)=O.CNC(C)=O.CNC(C)=O.CNC(C)=O.CNC(C)=O.CNC(C)=O
- highest occupied orbital energy (eV) = -8.59

***

Record 3
ORCA calculation (wB97M-V/def2-TZVPD) on 2 unconnected molecules or ions with the total composition C3H4N4.

Atoms and positions in Å:
N -1.26899 -0.32876 -1.74553
C -0.83845 -0.02377 -0.52721
C -0.06096 -1.02392 0.12525
N 0.50096 -0.60871 1.24643
C 0.83809 -0.12649 2.26937
N 1.12084 2.28676 0.73673
N 0.69901 2.24464 -0.28144
H -1.10858 -1.20048 -2.24845
H -1.77937 0.37474 -2.25895
H 0.16082 -2.05496 -0.16434
H 1.59798 0.50631 2.69442

Cartesian forces (eV/Å) of the 6 atoms listed first:
N -0.05 0.06 0.01
C -0.13 -0.39 -0.12
C -0.03 0.12 -0.06
N 0.15 0.32 0.74
C -0.38 -0.45 -0.52
N -0.65 0.12 -1.78

Summary:
- orbital gap (alpha / beta) (eV) = 8.41 / 8.41
- highest occupied orbital energy (alpha / beta) (eV) = -7.77 / -7.77
- ΔE to the lowest compared entry with this formula, charge and spin (kcal/mol) = 96.1

***

Record 4
ORCA calculation (wB97M-V/def2-TZVPD) on C11H11IN2 in the gas phase.

Atoms and positions in Å:
C -3.45773 0.33223 -0.38586
C -2.44743 -0.48393 -1.05606
N -2.75824 -1.42683 -1.87414
C -1.64314 -1.85490 -2.51086
C -0.54248 -1.17590 -1.93444
N -1.08754 -0.17091 -1.12075
C -0.43256 0.74144 -0.27764
C 0.67499 0.56165 0.42390
C 1.05247 1.51466 1.50667
C 2.25684 1.54876 2.13906
C 3.30277 0.86265 1.53437
C 3.05532 -0.18104 0.79252
C 1.69206 -0.46806 0.26028
I 1.05361 -2.25543 1.96512
H -4.35417 0.11993 -0.89325
H -3.39425 0.13822 0.66060
H -3.26146 1.33235 -0.67951
H -1.63429 -2.62001 -3.24617
H 0.40822 -1.35447 -2.24578
H -0.97931 1.66549 -0.06513
H 0.20799 2.08654 1.89635
H 2.56231 2.20512 3.03168
H 4.29737 1.03832 1.91221
H 3.73630 -1.00994 0.62370
H 1.69233 -1.14595 -0.45686

Cartesian forces (eV/Å) of the 6 atoms listed first:
C 1.18 -0.09 -0.26
C 0.61 0.64 -1.14
N -1.23 -0.62 -0.59
C 2.52 1.68 2.57
C -4.17 -0.59 -1.44
N 0.71 -1.37 0.10

Summary:
- orbital gap (alpha / beta) (eV) = 6.51 / 6.50
- structure (SMILES) = Cc1nccn1/C=C1/C=CC=C[C@H]1I
- highest occupied orbital energy (alpha / beta) (eV) = -8.02 / -8.02
- ΔE to the lowest compared entry with this formula, charge and spin (kcal/mol) = 61.7

***

Record 5
ORCA calculation (wB97M-V/def2-TZVPD) on 9 unconnected molecules or ions with the total composition C36H54O27.

Atoms and positions in Å:
C 11.29580 -8.35072 15.98065
C 9.95082 -8.34591 15.33548
C 9.98518 -8.92623 13.89621
O 8.91317 -9.84585 13.82526
C 8.53706 -10.13556 15.06177
O 7.62521 -10.85926 15.35653
O 9.20394 -9.43472 15.99449
H 11.90471 -7.48832 15.69942
H 11.85208 -9.27201 15.79509
H 11.28683 -8.40758 17.07355
H 9.29069 -7.48340 15.42365
H 10.93061 -9.29871 13.51170
H 9.70517 -8.01314 13.35767
C 11.52158 2.43450 11.43291
C 10.50803 1.32560 11.35847
C 9.88710 0.74753 12.63202
O 8.64014 0.25688 12.17021
C 8.28310 0.93748 11.09619
O 7.28727 0.81437 10.44718
O 9.26802 1.82146 10.75074
H 11.28430 3.18152 12.18278
H 11.62764 2.78047 10.39832
H 12.56206 2.09781 11.48699
H 10.80272 0.53627 10.66236
H 9.94159 1.42428 13.48342
H 10.58174 -0.06389 12.85372
C 14.30653 -1.67834 11.40212
C 15.71044 -2.20086 11.73245
C 15.71085 -3.30689 12.83574
O 16.01723 -4.47944 12.08903
C 16.36360 -4.18797 10.82769
O 16.77508 -5.00142 10.05744
O 16.09004 -2.90941 10.53725
H 13.79336 -1.22071 12.25090
H 13.63014 -2.36904 10.89708
H 14.44476 -0.89333 10.65297
H 16.25755 -1.28634 11.95970
H 14.64894 -3.44135 13.03992
H 16.40793 -3.00805 13.61214
C 12.62288 -1.63892 16.82640
C 12.90943 -2.51924 15.68177
C 12.05855 -3.82562 15.74737
O 11.27010 -3.78828 14.56386
C 11.44515 -2.64845 13.91445
O 10.69347 -2.25984 13.06550
O 12.42118 -1.89753 14.46017
H 12.80618 -2.12109 17.79068
H 11.55266 -1.41858 16.89671
H 13.16316 -0.69185 16.83022
H 13.94809 -2.85114 15.66454
H 11.43900 -3.85448 16.64664
H 12.61507 -4.76113 15.78611
C 16.49093 2.91172 18.36288
C 15.02025 3.31308 18.16496
C 14.21282 2.12855 17.61050
O 13.36486 1.81359 18.73927
C 13.52071 2.68930 19.73491
O 13.06868 2.56599 20.83110
O 14.42131 3.63989 19.39700
H 16.89120 2.58102 17.39963
H 16.56379 2.08082 19.05747
H 16.97645 3.88463 18.46111
H 14.95242 4.13436 17.45194
H 14.77159 1.30492 17.17663
H 13.51646 2.47679 16.84295
C 9.24415 -2.98961 10.04436
C 10.34716 -2.80191 9.01790
C 9.95807 -2.36874 7.63097
O 11.15395 -1.64802 7.24250
C 11.69145 -1.11294 8.37331
O 12.46554 -0.19570 8.31098
O 11.32908 -1.81438 9.42504
H 8.50529 -3.60631 9.52035
H 8.68759 -2.06225 10.20832
H 9.47212 -3.42650 11.00891
H 10.96185 -3.70746 8.99864
H 9.12349 -1.66328 7.58630
H 9.85151 -3.13796 6.87071
C 6.87489 -4.22947 15.49508
C 6.84847 -4.86639 14.11917
C 8.15432 -5.15459 13.33780
O 7.93905 -6.45197 12.81770
C 6.76766 -6.97137 13.28775
O 6.23622 -7.94361 12.84856
O 6.20216 -6.14139 14.13082
H 7.81204 -4.37071 16.03736
H 6.13256 -4.52563 16.24170
H 6.55258 -3.19401 15.36000
H 6.18782 -4.22259 13.53145
H 9.06431 -5.12628 13.94291
H 8.26501 -4.38531 12.57471
C 8.43296 -0.20588 18.57670
C 8.35968 -1.49708 19.35839
C 7.22492 -2.48273 18.96651
O 7.82688 -3.76607 18.86929
C 9.17723 -3.60121 18.75939
O 9.93915 -4.49173 18.55788
O 9.47394 -2.32390 18.97259
H 8.67372 -0.37769 17.52620
H 9.27688 0.35082 18.98773
H 7.51617 0.38005 18.59014
H 8.44887 -1.38461 20.43788
H 6.57086 -2.15401 18.16051
H 6.60535 -2.61458 19.85828
C 12.09898 -0.67244 20.54639
C 12.37466 -0.41450 21.99106
C 11.14555 -0.37432 22.88090
O 11.53727 -1.09626 24.05953
C 12.66439 -1.79182 23.80640
O 13.08215 -2.65303 24.52629
O 13.13205 -1.49655 22.59184
H 12.98691 -0.66336 19.90313
H 11.57690 0.17110 20.09212
H 11.71920 -1.67676 20.35653
H 13.02550 0.43428 22.20577
H 10.29813 -0.89149 22.42308
H 10.85452 0.61638 23.22220

Cartesian forces (eV/Å) of the 6 atoms listed first:
C 1.03 0.38 1.02
C -0.18 -3.31 0.32
C -0.62 2.86 -0.23
O 0.83 0.07 -0.47
C -2.21 -0.71 1.53
O 0.81 0.02 -0.52

Summary:
- orbital gap (eV) = 9.71
- structure (SMILES) = C[C@H]1COC(=O)O1.C[C@H]1COC(=O)O1.C[C@H]1COC(=O)O1.C[C@H]1COC(=O)O1.C[C@H]1COC(=O)O1.C[C@H]1COC(=O)O1.C[C@H]1COC(=O)O1.C[C@H]1COC(=O)O1.C[C@H]1COC(=O)O1
- highest occupied orbital energy (eV) = -10.38
- ΔE to the lowest compared entry with this formula, charge and spin (kcal/mol) = 80.8

***

Record 6
ORCA calculation (wB97M-V/def2-TZVPD) on a molecular structure, C4H6O2.

Atoms and positions in Å:
O 0.38191 2.05048 0.47943
C 0.42693 0.81519 -0.14093
C 0.68083 -0.57025 0.57351
C -0.31730 -1.21653 -0.43418
C -0.90558 0.17678 -0.43442
O -1.99732 0.62628 -0.18180
H -0.55784 2.29750 0.50070
H 1.09114 0.83923 -1.01386
H 1.70772 -0.93934 0.57120
H 0.26657 -0.59822 1.58565
H -0.95888 -2.03927 -0.12325
H 0.18181 -1.44187 -1.38206

Cartesian forces (eV/Å) of the 6 atoms listed first:
O -0.08 -0.02 0.22
C 0.04 -0.09 -0.19
C 0.24 -0.04 0.19
C -0.12 -0.17 -0.03
C -0.43 0.19 -0.02
O 0.41 -0.21 -0.35

Summary:
- orbital gap (eV) = 10.80
- highest occupied orbital energy (eV) = -9.95
- ΔE to the lowest compared entry with this formula, charge and spin (kcal/mol) = 32.7